DFT (ωB97M-V/def2-TZVPD) results for a 2-piece molecular cluster, C12H23F4NO4P2Si overall at a distorted geometry.

The geometry in XYZ format:
```
47
Properties=species:S:1:pos:R:3:forces:R:3:lowdin_charge:R:1
P 0.802569 -2.218088 -0.509896 0.4 -1.5 0.4 0.6131
P -0.768688 0.347787 1.512764 0.1 0.8 0.8 0.7924
Si 1.182966 -0.665594 1.106050 -0.1 -0.1 -0.4 0.4351
F 3.668552 0.716324 -1.582380 0.1 0.0 -0.1 0.1061
F 2.435094 0.545735 5.437693 0.0 0.1 0.1 0.1579
F 0.623957 0.115629 4.371299 -0.7 0.0 0.0 0.1448
F 2.163512 1.328400 3.461508 -0.1 0.5 -0.6 0.1351
O 2.765472 -1.837614 4.756807 -0.1 0.2 0.4 0.0024
O -1.613523 2.153539 -3.169621 0.0 0.1 0.0 0.0119
O -0.436875 0.261097 -3.373266 0.1 0.0 0.3 0.1093
O 3.988351 -1.099169 -0.340042 -1.2 2.5 -0.5 0.0941
N 1.029827 -3.671693 0.131420 -0.2 0.7 0.0 -0.3714
C 2.435256 0.586516 0.428222 -0.2 0.1 -0.5 -0.2006
C 1.931948 0.263344 4.228869 0.9 -0.3 0.7 -0.6311
C 1.775322 -1.679408 2.578929 0.1 0.8 -0.3 -0.2267
C -1.804906 2.787832 -5.427635 0.0 -0.1 -0.1 -0.1516
C -1.623817 0.564750 -0.099716 0.2 -0.4 0.2 -0.3559
C -1.739694 -0.978056 2.373345 -0.1 0.0 -0.9 -0.4839
C -2.378981 3.012588 -4.035253 -0.1 0.1 -0.1 -0.1492
C -1.055311 1.146962 -3.882851 -0.1 -0.2 -0.2 -0.4879
C -1.369086 1.324813 -5.355441 0.0 0.5 0.0 -0.0703
C 2.593778 -0.968788 3.646612 -0.2 -1.2 0.4 -0.3220
C -3.207032 -0.572085 2.445461 0.7 0.0 0.6 -0.1690
C 3.419325 -0.029464 -0.499840 1.3 -2.7 0.8 -0.5377
H -1.347771 -1.135857 3.362739 0.3 0.2 0.4 0.0532
H -3.264124 0.422352 2.870482 -0.2 0.4 0.0 0.0653
H 1.882139 1.342041 -0.119365 -0.1 0.3 -0.1 0.0804
H -2.176188 0.640938 -5.621082 0.0 -0.1 0.0 0.1324
H -1.902302 -0.362132 -0.577328 -0.1 -0.3 -0.2 0.0162
H 3.039515 -2.690353 4.422770 0.1 -0.3 -0.1 0.0996
H -0.492789 1.113918 -5.960384 0.0 -0.2 0.0 0.1261
H -0.931602 3.424290 -5.574157 0.0 0.0 0.0 0.1185
H -0.514862 -2.086396 -0.992991 0.2 0.5 -0.2 -0.0347
H -1.000983 1.125730 -0.776875 0.3 0.2 -0.3 0.0075
H -3.679836 -0.596241 1.479119 -0.3 0.0 -0.3 0.0576
H 0.163512 -4.185548 0.034326 0.0 -0.4 0.0 -0.0682
H -3.429209 2.722006 -3.966182 0.0 0.0 0.0 0.1274
H -2.275148 4.039018 -3.693533 0.0 0.0 0.1 0.1249
H 2.365676 -2.501527 2.199208 0.2 -0.3 -0.3 0.0749
H -2.510073 1.155986 0.070618 -0.3 0.2 0.1 0.0287
H 3.581970 -0.729300 3.280430 0.2 0.6 -0.3 0.1557
H -3.700391 -1.229346 3.144914 -0.5 -0.3 0.0 0.0668
H 0.903953 -2.126362 3.033975 -0.3 -0.1 0.2 0.0813
H 2.994719 1.123218 1.184596 0.1 0.0 0.4 0.0890
H -2.514927 3.003855 -6.222863 -0.1 0.0 0.0 0.1158
H -1.640394 -1.925152 1.855592 0.0 -0.3 -0.2 0.0642
H 1.631100 -1.980495 -1.637048 -0.3 0.3 -0.1 -0.0276
```
Forces are in eV/Å.

SMILES string = CCP(C)[Si@@](CC(=O)F)(C[C@H](O)C(F)(F)F)[PH2]=N.O=C1CCCO1
LUMO = 0.47 eV